[1]
43
Properties=species:S:1:pos:R:3 method="wB97M-V/def2-TZVPD" homo_energy_ev="1.70 / -1.25" largest_force_ha_per_bohr=0.050 energy_ha=-2309.20935 multiplicity=5 total_charge=-2 relative_energy_kj_mol=13.2
C 2.4240 0.1100 0.3067
C 2.0162 1.4417 0.4994
C 1.0680 1.7876 -0.5006
C 2.4540 2.3261 1.6096
C 0.8213 0.6408 -1.3198
C 1.6443 -0.4739 -0.7865
C 2.0900 -1.6303 -1.5940
C 3.4909 -0.5818 1.0455
C 0.4288 3.1071 -0.6874
C 0.2638 0.6832 -2.6894
Pt -0.3462 -0.8213 0.1344
Cl -0.2449 0.3227 2.2294
Cl 0.6906 -2.6092 1.2903
O -1.0077 -1.7683 -1.5359
H 2.7273 1.7275 2.4873
H 1.6411 3.0067 1.8933
H 3.3239 2.9309 1.3171
H -0.0744 3.4418 0.2329
H -0.3174 3.0544 -1.4894
H 1.1710 3.8673 -0.9683
H -0.6728 1.2551 -2.6924
H 0.0354 -0.3359 -3.0148
H 0.9643 1.1652 -3.3902
H 1.2853 -1.9518 -2.2588
H 2.3287 -2.4860 -0.9530
H 2.9708 -1.3469 -2.1834
H 3.3293 -0.5399 2.1322
H 4.4600 -0.1050 0.8339
H 3.5501 -1.6310 0.7412
H -1.8988 -1.3847 -1.6461
O 1.4484 -5.0043 -0.3543
H 0.8789 -5.6743 -0.8177
F -2.3132 1.7074 -0.2552
C -2.9827 0.6886 0.3234
C -2.3352 -0.5029 0.6186
C -3.0158 -1.4373 1.3952
F -2.3740 -2.5077 1.8880
C -4.3550 -1.2546 1.7285
F -5.0264 -2.2026 2.4089
C -5.0134 -0.0856 1.3479
F -6.3196 0.0833 1.6316
C -4.3092 0.9105 0.6773
F -4.8998 2.0772 0.3646

***

[2]
72
Properties=species:S:1:pos:R:3 method="wB97M-V/def2-TZVPD" homo_energy_ev="-12.20 / -12.10" largest_force_ha_per_bohr=0.040 energy_ha=-1558.89149 multiplicity=3 total_charge=+2 relative_energy_kj_mol=36.8
W 0.8355 0.5926 -0.0383
C 3.6332 -0.4444 -0.9897
C 2.6238 -1.1332 -1.9223
C 1.8638 -2.1463 -1.1121
C 2.0209 -3.5066 -1.2873
C 1.4334 -4.3790 -0.3818
C 0.7155 -3.8548 0.6798
C 0.5589 -2.4852 0.7669
N 1.1043 -1.6393 -0.1189
N 3.0603 0.7603 -0.3143
C 3.2626 1.9495 -1.1817
C 2.3421 3.0723 -0.7721
C 2.5839 4.3834 -1.1292
C 1.6983 5.3676 -0.7193
C 0.6351 5.0142 0.1003
C 0.4534 3.6859 0.4132
N 1.2604 2.7142 -0.0526
C 3.6951 0.9658 1.0199
C 2.8546 0.4098 2.1450
C 3.3863 0.0870 3.3746
C 2.5319 -0.2118 4.4286
C 1.1613 -0.1822 4.2127
C 0.6954 0.0804 2.9426
N 1.5251 0.3578 1.9184
H 4.5350 -0.1594 -1.5357
H 3.9240 -1.1510 -0.2134
H 3.1432 -1.6085 -2.7515
H 1.9235 -0.3979 -2.3373
H 2.6067 -3.8774 -2.1174
H 1.5542 -5.4482 -0.4937
H 0.2788 -4.4967 1.4316
H -0.0191 -2.0421 1.5662
H 3.0451 1.6580 -2.2115
H 4.3030 2.2841 -1.1439
H 3.4511 4.6316 -1.7270
H 1.8474 6.3952 -1.0224
H -0.0533 5.7579 0.4750
H -0.3521 3.3654 1.0588
H 3.7844 2.0406 1.1944
H 4.7058 0.5558 1.0403
H 4.4592 0.0859 3.5146
H 2.9340 -0.4380 5.4070
H 0.4616 -0.3637 5.0158
H -0.3652 0.0730 2.7012
C -1.0533 0.8022 -3.1096
O -0.4389 1.3118 -1.9110
C -1.1516 1.1251 -0.6853
C -2.3210 2.0177 -0.4068
H -1.2439 -0.2659 -3.0194
H -0.3604 0.9915 -3.9246
H -1.9823 1.3385 -3.2984
H -2.1119 3.0520 -0.6786
H -2.5799 1.9654 0.6512
H -3.1892 1.6848 -0.9802
N -1.1862 -0.1639 -0.3185
C -1.9178 -0.8895 0.5845
N -2.9227 -1.5847 0.1258
C -3.4372 -1.5645 -1.2585
C -4.8848 -1.0808 -1.2732
C -5.7405 -1.9578 -0.3601
C -5.1535 -1.9648 1.0507
C -3.7072 -2.4442 1.0127
H -3.3854 -2.5840 -1.6511
H -2.7909 -0.9306 -1.8561
H -5.2615 -1.1021 -2.2971
H -4.9224 -0.0424 -0.9287
H -5.7620 -2.9797 -0.7505
H -6.7672 -1.5929 -0.3416
H -5.7319 -2.6147 1.7082
H -5.1831 -0.9548 1.4697
H -3.6698 -3.4637 0.6158
H -3.2462 -2.4304 1.9968

***

[3]
2
Properties=species:S:1:pos:R:3 method="wB97M-V/def2-TZVPD" homo_energy_ev="-14.27 / -13.94" largest_force_ha_per_bohr=0.037 energy_ha=-3724.57377 multiplicity=6 total_charge=+1 relative_energy_kj_mol=350.2
Mn 0.8912 1.6218 0.0295
Br -0.8912 -1.6218 -0.0295

***

[4]
74
Properties=species:S:1:pos:R:3 method="wB97M-V/def2-TZVPD" homo_energy_ev=-10.83 largest_force_ha_per_bohr=0.011 energy_ha=-2302.46389 total_charge=+1
C 2.3186 -3.0879 -1.3825
P 1.3691 -1.5802 -1.3584
O 0.1374 -1.7463 -0.3540
C 2.4043 -0.2990 -0.6545
C 2.1505 1.1137 -1.2056
C 3.4203 1.8180 -1.6661
S 4.1056 0.9663 -3.0954
O 3.1790 -0.0818 -3.4637
O 4.5383 1.9187 -4.0452
O 5.4145 0.2596 -2.5576
B 0.7932 -1.2501 -3.2213
O 0.1267 -0.1119 -3.5243
O 1.0813 -2.3014 -4.0050
H 1.7084 -3.9300 -1.7046
H 2.7886 -3.2608 -0.4136
H 3.1023 -2.9485 -2.1310
H -0.3824 -2.5493 -0.4962
H 3.4181 -0.6698 -0.8092
H 2.2528 -0.3143 0.4279
H 1.5013 1.0846 -2.0743
H 1.6568 1.7157 -0.4434
H 4.1982 1.8879 -0.9084
H 3.1853 2.8106 -2.0455
H 5.2280 -0.6234 -2.2097
H 0.4238 0.3392 -4.3252
H 1.0080 -2.1493 -4.9567
C -0.2192 4.0664 1.7862
O -0.3535 2.7098 1.3879
C -0.7792 1.8528 2.4372
C -2.2613 1.5528 2.3673
O -3.0448 2.7070 2.5759
C -3.5586 3.2798 1.3851
H -0.1285 4.6630 0.8801
H -1.0905 4.4034 2.3499
H 0.6784 4.2075 2.3972
H -0.5369 2.2929 3.4095
H -0.2243 0.9122 2.3450
H -2.5076 0.8347 3.1560
H -2.5031 1.0913 1.4023
H -4.3724 2.6720 0.9750
H -2.7793 3.3992 0.6272
H -3.9533 4.2603 1.6443
C 5.9895 -4.6787 3.9150
O 5.8723 -3.2985 4.2153
C 6.3612 -2.4422 3.2043
C 5.2339 -1.8393 2.3948
O 4.5083 -2.8226 1.6630
C 3.3143 -3.2340 2.3035
H 5.3983 -5.2185 4.6517
H 5.6152 -4.9076 2.9135
H 7.0302 -5.0080 3.9893
H 7.0550 -2.9739 2.5449
H 6.9112 -1.6294 3.6876
H 5.6522 -1.1308 1.6730
H 4.5578 -1.2923 3.0605
H 2.5461 -2.4539 2.2112
H 3.4551 -3.4659 3.3598
H 2.9708 -4.1360 1.7962
C -8.8790 0.0842 -1.9009
O -8.1784 0.9809 -2.7437
C -7.9751 2.2615 -2.1749
C -6.5690 2.4248 -1.6420
O -6.3019 1.5501 -0.5565
C -5.5794 0.3933 -0.9221
H -8.7896 -0.9076 -2.3406
H -8.4616 0.0697 -0.8909
H -9.9398 0.3486 -1.8432
H -8.6997 2.4475 -1.3755
H -8.1399 3.0052 -2.9600
H -6.4436 3.4491 -1.2787
H -5.8471 2.2597 -2.4493
H -4.5263 0.6343 -1.1189
H -6.0046 -0.0861 -1.8070
H -5.6303 -0.2987 -0.0824

***

[5]
15
Properties=species:S:1:pos:R:3 method="wB97M-V/def2-TZVPD" homo_energy_ev=-9.44 largest_force_ha_per_bohr=0.021 energy_ha=-304.07265 total_charge=0 relative_energy_kj_mol=26.7 smiles=NCN.O.O
N -1.1690 -0.7342 -1.0446
C -0.2741 0.4185 -1.0700
N -0.2785 1.1874 0.1785
H -2.0993 -0.4099 -0.8301
H -0.8649 -1.4918 -0.4399
H -0.6728 1.0942 -1.8321
H 0.6809 0.0544 -1.4372
H 0.4416 0.8558 0.8213
H -0.0671 2.1607 0.0017
O 3.0281 -1.2435 -0.2929
H 3.4308 -0.4041 -0.0486
H 3.4388 -1.4855 -1.1324
O -1.7350 -0.1886 2.7080
H -2.5761 0.2562 2.5564
H -1.2833 -0.0695 1.8619

***

[6]
52
Properties=species:S:1:pos:R:3 method="wB97M-V/def2-TZVPD" homo_energy_ev="1.66 / -4.41" largest_force_ha_per_bohr=0.050 energy_ha=-1375.13938 multiplicity=2 total_charge=-2
C -0.2893 0.8962 0.0987
C 0.4444 -0.4205 -0.2487
O 1.4321 -0.6998 0.4915
O -0.0378 -1.1477 -1.1180
H 0.3249 1.7825 -0.0603
H -0.4790 0.8765 1.1719
H -1.2297 1.0418 -0.4328
O 4.6656 -0.5658 -0.6088
H 3.9294 -0.0647 -0.2578
H 5.4382 -0.1750 -0.2007
O -3.8358 -1.0388 0.3697
H -3.4296 -0.3987 0.9541
H -4.0099 -0.5518 -0.4358
O -4.2807 0.7623 -1.8083
H -3.7051 1.4738 -1.5278
H -5.1649 1.1144 -1.7057
O 2.6787 -2.6940 -1.1889
H 3.5363 -2.3196 -0.9879
H 2.0530 -2.0850 -0.7967
O 0.1826 -4.1844 -1.5410
H 0.4537 -3.3451 -1.1690
H 0.9928 -4.5743 -1.8694
O 3.3721 2.5759 -0.0355
H 2.6965 2.5694 0.6425
H 3.8383 3.4012 0.0982
O -1.3490 -2.4751 -3.3397
H -0.9975 -3.2778 -2.9545
H -1.0501 -1.7779 -2.7559
O 3.2216 -3.5427 1.5746
H 4.0544 -3.1307 1.8048
H 2.8962 -3.0293 0.8351
O -3.0472 3.0064 -0.7501
H -3.8084 3.3937 -0.3179
H -2.8553 3.6003 -1.4759
O -1.1496 3.4765 1.4783
H -1.6061 3.1172 0.7176
H -1.7688 3.3730 2.2008
O 2.9113 -0.3920 2.7421
H 2.4101 -0.4547 1.9291
H 2.3236 -0.7382 3.4137
O 0.9108 0.1613 -3.5806
H 0.1544 0.2232 -4.1640
H 0.5714 -0.2612 -2.7916
O -1.8094 -2.7910 0.4763
H -1.3801 -2.3069 -0.2291
H -2.4613 -2.1821 0.8232
O -3.0175 0.7771 2.5606
H -3.4614 1.2422 3.2698
H -2.2881 0.3280 2.9878
O 1.2023 4.1480 2.5863
H 0.4620 3.9255 2.0218
H 1.3552 3.3577 3.1042

***

[7]
17
Properties=species:S:1:pos:R:3 method="wB97M-V/def2-TZVPD" homo_energy_ev="-4.42 / -9.62" largest_force_ha_per_bohr=0.204 energy_ha=-455.06839 multiplicity=3 total_charge=0 relative_energy_kj_mol=342.6
C 0.9397 0.2838 -1.1666
C 1.9723 1.0742 -0.8919
C -0.9778 1.1268 0.3221
C 0.2988 -0.0214 0.1327
C -0.2115 -1.5338 0.2758
N 1.3791 0.3639 1.0950
N -1.8272 0.9945 -0.7136
O -1.1386 1.8970 1.2230
O 2.2585 1.2727 0.4089
H 0.5477 -0.1863 -2.0922
H 2.6793 1.7035 -1.5311
H 0.4046 -1.9255 -0.4233
H -1.2291 -1.7528 0.1998
H -0.0329 -1.8913 1.2805
H 1.1660 0.9588 1.8814
H -1.8072 0.2676 -1.4314
H -2.6875 1.5635 -0.7920

***

[8]
117
Properties=species:S:1:pos:R:3 method="wB97M-V/def2-TZVPD" homo_energy_ev=-9.33 largest_force_ha_per_bohr=0.010 energy_ha=-3499.01104 total_charge=+1 relative_energy_kj_mol=0.0
Sc -0.0670 -1.3246 -0.5315
C -1.0473 12.0626 -1.1698
O -1.9720 11.0025 -1.3562
C -1.4852 9.7446 -1.4318
C -0.1321 9.4239 -1.4242
C 0.2428 8.0900 -1.5127
C -0.7070 7.0872 -1.6100
C -2.0662 7.4169 -1.6315
C -2.4483 8.7333 -1.5430
N -0.1995 5.7666 -1.6945
N -1.0564 4.8700 -1.6957
C -0.5305 3.5618 -1.8607
C 0.7175 3.2828 -2.3630
C 1.1686 1.9634 -2.4922
C 0.4021 0.8861 -2.0983
O 0.8519 -0.3595 -2.0773
C -0.9358 1.1582 -1.6361
N -1.6983 0.0837 -1.2549
C -2.9297 0.2960 -0.8388
C -3.4976 1.5773 -0.7783
C -2.7270 2.6638 -1.0980
C -1.3888 2.4870 -1.5239
H -1.6428 12.9609 -1.0395
H -0.4028 12.1788 -2.0440
H -0.4364 11.9004 -0.2794
H 0.6247 10.1909 -1.3617
H 1.2888 7.8122 -1.5138
H -2.8074 6.6372 -1.7315
H -3.4908 9.0207 -1.5657
H 1.3578 4.1018 -2.6594
H 2.1580 1.7642 -2.8846
H -3.4965 -0.5746 -0.5271
H -4.5242 1.6887 -0.4596
H -3.1247 3.6672 -1.0336
C 5.6671 0.2296 4.7738
C 4.4173 0.4534 3.9740
C 4.4775 0.6307 2.5940
C 3.3397 0.7966 1.8230
C 3.4966 1.0837 0.3520
C 2.0923 0.7993 2.4835
C 0.8361 0.8145 1.7673
O 0.6674 0.3384 0.6457
C 2.0070 0.6723 3.8870
C 0.6896 0.6500 4.6207
C 3.1779 0.4858 4.6029
H 6.5603 0.3752 4.1694
H 5.6874 -0.7878 5.1689
H 5.7138 0.9080 5.6262
H 5.4461 0.6461 2.1080
H 4.5400 0.9666 0.0636
H 3.2065 2.1154 0.1385
H 2.8865 0.4483 -0.2845
H -0.0462 1.1938 2.2939
H 0.0972 -0.2310 4.3591
H 0.0825 1.5314 4.4080
H 0.8673 0.6284 5.6940
H 3.1212 0.3621 5.6783
C -1.9530 -3.3765 5.7097
C -1.8311 -2.5018 4.4903
C -2.6177 -1.3602 4.3592
C -2.5292 -0.5857 3.2109
C -3.3816 0.6422 3.0322
C -1.6194 -0.9433 2.2241
C -0.7815 -2.0730 2.3237
C -0.9419 -2.8525 3.4839
N 0.1020 -2.3369 1.2885
C 1.2777 -3.2055 1.4754
C 0.9159 -4.6882 1.3242
C 2.2346 -2.8384 0.3329
C 2.0571 -2.9531 2.7740
H -2.6398 -2.9480 6.4380
H -0.9858 -3.5137 6.1959
H -2.3251 -4.3673 5.4427
H -3.3075 -1.0851 5.1482
H -3.9932 0.8319 3.9129
H -4.0545 0.5361 2.1782
H -2.7718 1.5312 2.8505
H -1.5668 -0.2912 1.3565
H -0.3842 -3.7687 3.5991
H 0.4059 -4.8455 0.3697
H 0.2531 -5.0315 2.1171
H 1.8122 -5.3129 1.3445
H 1.7463 -2.9720 -0.6405
H 3.0871 -3.5179 0.3115
H 2.6056 -1.8152 0.4390
H 1.5763 -3.3522 3.6623
H 2.2103 -1.8817 2.9226
H 3.0403 -3.4228 2.6973
C -2.0143 -5.6620 -1.7643
N -0.8394 -5.3344 -2.5637
C -0.0692 -6.4829 -3.0110
P -0.5786 -3.7859 -3.0191
O -0.4639 -2.8799 -1.8154
N 0.7775 -3.6959 -3.9262
C 2.0701 -3.2170 -3.4519
C 0.7755 -4.2231 -5.2862
N -1.8914 -3.3198 -3.8883
C -2.0036 -1.9090 -4.2533
C -2.6724 -4.2150 -4.7278
H -1.7129 -6.2035 -0.8653
H -2.7118 -6.2869 -2.3296
H -2.5317 -4.7548 -1.4574
H 0.1912 -7.1052 -2.1524
H 0.8546 -6.1665 -3.4873
H -0.6403 -7.0955 -3.7162
H 2.6882 -4.0253 -3.0498
H 1.9407 -2.4342 -2.7114
H 2.5960 -2.7682 -4.2954
H -0.1776 -4.6926 -5.5239
H 1.5543 -4.9803 -5.4069
H 0.9555 -3.4239 -6.0087
H -1.3290 -1.3045 -3.6495
H -3.0249 -1.5609 -4.0864
H -1.7546 -1.7616 -5.3086
H -2.4927 -5.2532 -4.4568
H -2.4273 -4.0815 -5.7863
H -3.7372 -4.0098 -4.6000

***

[9]
64
Properties=species:S:1:pos:R:3 method="wB97M-V/def2-TZVPD" homo_energy_ev="-8.62 / -9.24" largest_force_ha_per_bohr=0.093 energy_ha=-1940.80151 multiplicity=2 total_charge=0
C -1.3085 -4.2907 -2.3557
C -1.2147 -3.4442 -3.7975
C -1.4412 -1.8414 -3.6115
Cl -2.4443 -1.6778 -2.0154
C -0.1754 -0.8588 -3.7319
P -0.5239 0.2906 -5.2781
O -1.7799 1.2068 -4.9785
C 1.2856 -1.5111 -4.0711
C 2.1686 -2.0091 -2.7949
C 3.7227 -1.4368 -3.0462
C 2.3643 -3.6697 -2.8726
N 1.7610 -1.5561 -1.4442
O 1.3991 -2.5113 -0.5890
C 1.0623 -0.2602 -1.3196
C 2.1402 0.9950 -1.0615
C 0.1856 -0.2956 0.1056
C 0.0714 0.2171 -2.5170
H -0.8145 -5.3508 -2.5924
H -0.6567 -3.8208 -1.5064
H -2.4132 -4.5186 -2.0370
H -0.2891 -3.7729 -4.4274
H -2.1610 -3.8478 -4.4068
H -2.2337 -1.5236 -4.4482
H -0.6865 -0.5538 -6.4601
H 0.6796 1.0765 -5.4617
H 1.9096 -0.6229 -4.5738
H 1.2633 -2.3443 -4.9264
H 3.7300 -0.3117 -3.4096
H 4.2759 -2.0427 -3.9136
H 4.3731 -1.5243 -2.0635
H 2.9462 -4.1046 -1.9557
H 1.3713 -4.2401 -3.0998
H 3.0683 -3.8538 -3.8193
H 3.0826 0.9406 -1.7488
H 1.6086 2.0320 -1.3169
H 2.3746 1.0394 0.0929
H -0.6687 -1.0904 0.1039
H -0.3188 0.7825 0.1824
H 0.9059 -0.4035 1.0322
H -0.9325 0.6978 -2.0850
H 0.6121 1.1457 -3.0430
C -0.9775 0.8539 7.5441
O -0.9609 1.8663 6.5491
C 0.3658 2.1714 6.1152
C 0.3279 3.0043 4.8306
O 0.1479 2.2059 3.6553
C -1.1766 1.6968 3.4510
C -2.1587 2.7715 2.9774
O -2.6474 3.5235 4.0892
C -3.2761 4.7299 3.6829
H -0.3994 1.1672 8.4191
H -2.0148 0.6864 7.8461
H -0.5791 -0.0816 7.1397
H 0.9242 1.2449 5.9382
H 0.8531 2.7465 6.9099
H 1.3068 3.4804 4.7086
H -0.4125 3.8047 4.8822
H -1.5376 1.1696 4.3371
H -1.0806 0.9528 2.6529
H -3.0194 2.2938 2.4960
H -1.6627 3.4350 2.2612
H -2.5535 5.3860 3.1889
H -3.6526 5.2381 4.5741
H -4.1159 4.5182 3.0144

***

[10]
12
Properties=species:S:1:pos:R:3 method="wB97M-V/def2-TZVPD" homo_energy_ev=-8.87 largest_force_ha_per_bohr=0.042 energy_ha=-857.96960 total_charge=0 relative_energy_kj_mol=137.7 smiles="C[C@@H](P)C=S"
C 0.9652 1.0495 0.4349
C -0.0462 0.0567 -0.1965
P 0.3762 -1.7873 -0.4773
C -1.3218 0.0528 0.6116
S -2.7819 -0.3372 -0.0179
H 1.2164 1.8077 -0.3536
H 0.4568 1.4259 1.3477
H 1.9388 0.5914 0.8146
H -0.2121 0.5904 -1.1924
H 1.3621 -1.7678 -1.4690
H -0.8361 -1.8404 -1.1826
H -1.1175 0.1583 1.6805

***

[11]
9
Properties=species:S:1:pos:R:3 method="wB97M-V/def2-TZVPD" homo_energy_ev="-3.90 / -3.90" largest_force_ha_per_bohr=0.066 energy_ha=-603.72550 total_charge=-1 relative_energy_kj_mol=512.1
N -0.8944 0.2671 -0.0383
N -0.0078 -0.7444 0.2585
O 1.5117 1.4138 -0.1808
O 2.8040 -0.7292 -0.3232
P 1.6706 -0.0041 0.3198
H -0.4485 1.1619 0.0167
H -1.7983 0.2353 0.4831
H 0.1595 -1.7843 -1.1077
H 1.6197 -0.2669 1.6520

***

[12]
10
Properties=species:S:1:pos:R:3 method="wB97M-V/def2-TZVPD" homo_energy_ev="-9.75 / -9.75" largest_force_ha_per_bohr=0.061 energy_ha=-491.47869 total_charge=0 relative_energy_kj_mol=671.0
C 1.2455 0.0581 0.8750
C -1.1508 0.8046 -0.5210
C 0.1248 -0.4910 0.2155
O 1.9327 0.6760 -0.0865
O 1.3555 -0.2523 -1.0431
O -2.0788 0.0196 -0.8239
O -0.7907 1.9170 -0.4857
O -0.5552 -1.5468 0.3617
H -1.6718 -1.1747 -0.3873
H 1.5889 -0.0104 1.8954